--- 1 ---
An isolated ion of composition C5H11N2 and charge +1. Source: the Open Molecules 2025 dataset; level of theory: ωB97M-V with the def2-TZVPD basis set.

Kohn-Sham gap (alpha / beta): 0.2369 / 0.2916 hartree

Structure (ORCA input):
```
! wB97M-V def2-TZVPD RIJCOSX def2/J DEFGRID3
* xyz 1 3
C 0.786 -0.832 0.877
C 0.303 0.960 -1.072
C -0.306 0.061 0.015
C -0.998 0.881 1.058
C -1.377 -0.926 -0.561
N 2.003 -0.659 0.598
N 1.500 0.822 -1.434
H -0.419 1.661 -1.570
H -1.938 1.171 0.577
H -0.465 1.733 1.436
H -1.328 0.150 1.786
H -2.330 -0.366 -0.443
H -1.312 -1.839 0.061
H -1.188 -1.206 -1.539
H 2.121 0.078 -0.389
H 0.394 -1.568 1.654
H 2.589 -1.210 1.216
H 1.962 1.089 -2.271
*
```

=====

--- 2 ---
A 2-piece molecular cluster, C5H11N2 overall. Source: the Open Molecules 2025 dataset; level of theory: ωB97M-V with the def2-TZVPD basis set.

Kohn-Sham gap (alpha / beta): 0.2776 / 0.3294 hartree

Structure (ORCA input):
```
! wB97M-V def2-TZVPD RIJCOSX def2/J DEFGRID3
* xyz 1 3
C -2.307 1.561 0.517
C -2.069 0.752 1.350
C 0.789 -2.908 -0.319
C 1.019 1.905 0.238
C 0.575 -0.407 0.106
N 0.383 -1.460 -0.606
N 0.185 0.854 -0.421
H -2.625 2.420 0.000
H 1.735 -2.961 -0.973
H 0.897 -2.984 0.679
H 0.031 -3.639 -0.596
H 1.529 2.408 -0.533
H 0.492 2.604 0.853
H 1.814 1.269 0.822
H -1.832 -0.093 1.869
H 0.077 -1.452 -1.633
H -0.845 1.110 0.068
H 0.152 1.021 -1.420
*
```

=====

Stability order, top to bottom: 1, 2

=====

--- 1 ---
A 2-piece molecular cluster, C3H10N3S overall. Source: the Open Molecules 2025 dataset; level of theory: ωB97M-V with the def2-TZVPD basis set.

Kohn-Sham gap: 0.3336 hartree

Structure (ORCA input):
```
! wB97M-V def2-TZVPD RIJCOSX def2/J DEFGRID3
* xyz 1 1
C -0.094 -0.708 -0.619
C 0.802 -1.114 -3.111
C -0.200 -1.386 -1.961
N 0.532 0.915 2.531
N -0.040 0.501 -0.137
N -0.699 0.419 3.039
S 0.045 -2.422 -0.486
H 0.660 -1.952 -3.802
H 0.819 -0.030 -3.390
H 1.793 -1.384 -2.719
H -1.237 -1.418 -2.209
H -0.236 1.274 -0.785
H 0.461 1.933 2.586
H 0.081 0.655 0.971
H -0.677 0.367 4.042
H -1.431 0.920 2.641
H 1.178 0.498 3.074
*
```

=====

--- 2 ---
An isolated ion of composition C3H10N3S and charge +1. Source: the Open Molecules 2025 dataset; level of theory: ωB97M-V with the def2-TZVPD basis set.

Kohn-Sham gap: 0.3488 hartree
SMILES string: [H]/N=N/[C@@H]([NH2+]C)SC

Structure (ORCA input):
```
! wB97M-V def2-TZVPD RIJCOSX def2/J DEFGRID3
* xyz 1 1
C -0.982 -2.160 -0.677
C 0.636 1.742 1.946
C 0.053 0.092 -0.106
N -0.380 1.977 -1.429
N 0.265 0.941 -1.285
N 0.288 -1.336 -0.569
S 1.425 0.383 1.127
H -1.278 -2.046 -1.676
H -0.551 -3.103 -0.328
H -1.836 -1.809 0.021
H 1.434 2.090 2.701
H -0.209 1.185 2.340
H 0.311 2.635 1.287
H -0.934 -0.016 0.235
H -0.025 2.585 -2.262
H 0.916 -1.714 0.061
H 0.865 -1.448 -1.384
*
```

=====

--- 3 ---
A 2-piece molecular cluster, C3H10N3S overall. Source: the Open Molecules 2025 dataset; level of theory: ωB97M-V with the def2-TZVPD basis set.

Kohn-Sham gap (alpha / beta): 0.2767 / 0.2770 hartree

Structure (ORCA input):
```
! wB97M-V def2-TZVPD RIJCOSX def2/J DEFGRID3
* xyz 1 1
C -1.838 -1.016 -0.352
C 1.259 1.155 0.704
C 0.484 2.411 1.071
N 0.614 0.103 0.611
N 1.171 -1.206 -0.723
N -1.254 -2.012 -1.144
S -0.745 -0.408 1.301
H -2.040 -0.090 -0.923
H -2.698 -1.429 0.040
H 2.319 1.347 0.302
H 0.020 2.655 0.051
H 1.085 3.247 1.363
H -0.431 2.151 1.537
H 1.693 -0.561 -1.322
H 1.848 -1.720 -0.220
H -1.130 -2.877 -0.647
H -0.356 -1.752 -1.649
*
```

=====

Stability order, top to bottom: 1, 2, 3